[1]
{
  "formula": "C4H10OS",
  "method": "ωB97M-V with the def2-TZVPD basis set",
  "multiplicity": 1,
  "charge": 0,
  "homo_ev": -8.66,
  "gap_ev": 8.8,
  "species": ["C", "C", "C", "C", "H", "H", "H", "H", "H", "H", "H", "H", "H", "H", "O", "S"],
  "coordinates": [[0.222, 1.684, -0.476], [0.213, 0.459, 0.550], [1.073, -0.669, -0.194], [-1.257, 0.121, 0.684], [-0.719, 1.577, -1.445], [0.156, 2.809, -0.028], [1.430, 1.481, -1.033], [0.652, 0.906, 1.491], [2.347, -0.537, -0.118], [1.070, -1.699, 0.311], [0.316, -2.091, -1.464], [-1.339, -0.339, -0.563], [-2.062, 0.842, 1.084], [-0.843, -2.237, 0.921], [0.342, -0.928, -1.382], [-1.599, -1.380, 1.662]],
  "forces_ev_per_a": [[1.486, 0.621, -3.041], [0.697, 2.577, -0.524], [1.187, -1.875, 3.032], [-0.842, -2.787, -3.192], [3.203, 0.284, 3.176], [0.176, -2.974, -0.950], [-3.871, 1.415, 1.289], [-0.089, -1.088, -0.833], [-3.591, 0.559, -1.182], [-0.159, 1.722, 0.311], [0.119, 5.583, 0.054], [-0.997, 1.959, 3.790], [1.763, -0.608, -1.198], [-0.415, 0.351, 0.360], [1.064, -5.280, -1.232], [0.270, -0.458, 0.139]]
}

---

[2]
{
  "formula": "C4H10OS",
  "method": "ωB97M-V with the def2-TZVPD basis set",
  "multiplicity": 1,
  "smiles": "CC=O.CCS",
  "charge": 0,
  "homo_ev": -9.19,
  "gap_ev": 10.0,
  "species": ["C", "C", "S", "H", "H", "H", "H", "H", "H", "O", "C", "C", "H", "H", "H", "H"],
  "coordinates": [[-2.025, -0.140, 2.103], [-0.874, -0.323, 1.115], [-1.118, -1.381, -0.350], [-2.077, 0.911, 2.385], [-3.007, -0.346, 1.675], [-1.920, -0.805, 2.959], [-0.020, -0.758, 1.631], [-0.534, 0.637, 0.740], [-1.552, -0.414, -1.166], [2.177, 1.015, 0.082], [2.037, 0.187, -0.777], [1.766, 0.531, -2.208], [1.954, -0.872, -0.481], [0.834, 0.062, -2.522], [1.819, 1.609, -2.340], [2.539, 0.087, -2.848]],
  "forces_ev_per_a": [[-0.477, -0.056, -0.484], [0.246, 0.069, 0.026], [-0.155, -0.042, 0.137], [0.177, -0.085, 0.469], [0.119, -0.149, -0.236], [0.035, 0.234, 0.140], [0.071, 0.021, -0.037], [0.055, 0.046, 0.013], [-0.111, -0.021, -0.010], [0.338, 0.327, 0.268], [-0.879, -0.048, 0.105], [0.807, -0.306, -0.231], [0.301, -0.187, -0.249], [-0.147, 0.251, 0.027], [-0.364, -0.002, -0.032], [-0.016, -0.051, 0.094]]
}

---

[3]
{
  "formula": "C4H10OS",
  "method": "ωB97M-V with the def2-TZVPD basis set",
  "multiplicity": 2,
  "charge": 1,
  "homo_ev": [-13.97, -13.33],
  "gap_ev": [10.7, 4.7],
  "s_squared": 0.756,
  "species": ["C", "C", "S", "H", "H", "H", "H", "H", "H", "C", "C", "O", "H", "H", "H", "H"],
  "coordinates": [[-1.400, 0.345, 1.413], [-1.607, -0.698, 0.328], [-1.847, 0.065, -1.320], [-2.151, 1.121, 1.304], [-0.438, 0.850, 1.444], [-1.516, -0.180, 2.363], [-0.937, -1.555, 0.354], [-2.603, -1.142, 0.462], [-1.686, 1.344, -0.928], [1.654, -0.481, -1.644], [2.091, -0.148, -0.419], [1.814, 1.045, 0.167], [2.012, -1.463, -1.926], [1.508, 0.318, -2.355], [2.476, -0.867, 0.255], [2.630, 1.445, 0.504]],
  "forces_ev_per_a": [[0.135, -0.171, 0.226], [-0.879, 0.524, 0.051], [1.042, -0.695, 0.273], [-0.271, 0.012, 0.329], [0.200, -0.290, -0.380], [-0.161, 0.259, 0.074], [0.337, 0.256, -0.566], [-0.051, -0.054, 0.062], [0.050, 0.028, -0.005], [1.300, 0.199, 0.310], [-1.598, 0.546, 0.186], [0.428, 0.427, -0.632], [-0.609, -0.042, -0.500], [-0.531, -0.128, -0.241], [0.797, -0.771, 0.493], [-0.190, -0.098, 0.319]]
}

---

[4]
{
  "formula": "C4H10OS",
  "method": "ωB97M-V with the def2-TZVPD basis set",
  "multiplicity": 2,
  "charge": 1,
  "homo_ev": [-13.04, -13.02],
  "gap_ev": [8.8, 4.1],
  "s_squared": 0.754,
  "species": ["C", "C", "S", "H", "H", "H", "H", "H", "H", "C", "C", "O", "H", "H", "H", "H"],
  "coordinates": [[1.828, -0.279, 2.067], [0.924, -0.667, 0.850], [2.159, -0.872, -0.661], [2.288, -1.171, 2.441], [2.433, 0.558, 1.731], [1.112, 0.004, 2.854], [0.422, 0.184, 0.406], [0.470, -1.642, 1.019], [1.560, 0.196, -1.159], [-2.513, 0.312, -0.889], [-1.358, 0.116, -1.531], [-0.698, 1.321, -1.907], [-3.380, -0.385, -0.944], [-2.587, 1.070, -0.117], [-1.216, -0.675, -2.255], [-1.442, 1.931, -1.907]],
  "forces_ev_per_a": [[-1.877, -0.019, -1.006], [2.303, 0.106, -0.254], [-0.709, -0.607, 1.334], [0.964, -0.145, 0.034], [0.454, -0.090, 0.766], [0.257, 0.347, -0.268], [-1.027, -0.443, 0.687], [-0.510, 0.325, -0.450], [0.037, 0.698, -0.882], [-0.545, -1.997, 1.131], [-1.949, 1.996, -1.799], [0.791, -1.216, 0.875], [1.137, 0.226, 0.307], [-0.237, 0.622, -0.573], [0.394, -0.291, 0.142], [0.518, 0.487, -0.044]]
}

---

[5]
{
  "formula": "C4H10OS",
  "method": "ωB97M-V with the def2-TZVPD basis set",
  "multiplicity": 2,
  "charge": 1,
  "homo_ev": [-12.90, -12.90],
  "gap_ev": [9.4, 4.3],
  "s_squared": 0.753,
  "species": ["C", "S", "C", "H", "H", "H", "H", "H", "H", "O", "C", "C", "H", "H", "H", "H"],
  "coordinates": [[1.522, -2.286, -1.503], [0.655, -2.338, 0.044], [-0.858, -1.392, -0.215], [2.584, -2.524, -1.420], [1.425, -1.236, -1.812], [0.950, -2.781, -2.292], [-1.697, -2.047, -0.436], [-0.835, -0.984, 0.813], [-0.942, -0.535, -0.895], [-1.408, 2.220, -0.572], [-0.571, 2.368, 0.269], [-0.410, 2.193, 1.760], [0.457, 2.649, -0.093], [0.032, 3.165, 1.986], [0.416, 1.521, 2.029], [-1.321, 2.007, 2.338]],
  "forces_ev_per_a": [[-0.250, 1.234, -0.206], [-0.101, 0.072, -1.111], [0.514, 0.483, 1.025], [-0.357, -0.441, 0.067], [0.244, 0.042, 0.076], [0.178, -0.564, 0.160], [-0.082, -0.312, 0.455], [-1.120, -0.087, -0.278], [0.902, -0.343, -0.234], [-1.185, -0.371, 0.729], [2.838, -0.431, -0.507], [-1.020, 0.474, -0.110], [-0.256, 0.220, -0.142], [-0.261, 0.215, 0.567], [-0.301, -0.210, -0.418], [0.257, 0.020, -0.073]]
}

---

[6]
{
  "formula": "C4H10P2",
  "method": "ωB97M-V with the def2-TZVPD basis set",
  "multiplicity": 1,
  "charge": 0,
  "homo_ev": [-7.21, -7.90],
  "gap_ev": [6.4, 7.9],
  "species": ["C", "C", "C", "C", "P", "P", "H", "H", "H", "H", "H", "H", "H", "H", "H", "H"],
  "coordinates": [[-2.475, 0.021, -0.545], [-1.566, -1.010, 0.140], [-1.379, 1.013, -0.599], [-0.510, 0.124, 0.157], [1.253, 0.024, 0.325], [4.320, -0.051, -0.484], [-2.976, -0.321, -1.395], [-3.261, 0.321, 0.060], [-1.874, -1.364, 1.104], [-1.268, -1.892, -0.519], [-1.063, 1.216, -1.598], [-1.683, 1.952, -0.165], [1.746, -0.880, 1.443], [1.824, 1.106, 1.105], [4.094, 0.801, 0.737], [4.816, -1.059, 0.236]],
  "forces_ev_per_a": [[-0.270, -1.608, 0.517], [1.517, -0.318, -1.182], [-0.131, 1.608, -0.893], [1.079, -1.775, 1.793], [1.641, -0.369, 1.289], [-0.995, 2.555, -0.158], [-0.249, -0.385, -1.852], [-1.431, 0.658, 1.570], [-0.147, -0.320, 0.528], [-0.415, 0.976, 0.824], [0.514, 0.326, -0.925], [0.308, 0.621, 0.339], [-1.416, 0.626, -1.289], [-0.962, -0.047, -0.615], [0.294, -0.908, -1.179], [0.662, -1.641, 1.233]]
}

---

[7]
{
  "formula": "C4H10S",
  "method": "ωB97M-V with the def2-TZVPD basis set",
  "multiplicity": 1,
  "smiles": "C=C.CCS",
  "charge": 0,
  "homo_ev": -9.09,
  "gap_ev": 10.0,
  "species": ["C", "C", "H", "H", "H", "H", "C", "C", "S", "H", "H", "H", "H", "H", "H"],
  "coordinates": [[2.890, -1.536, -0.424], [1.880, -1.107, 0.354], [3.645, -2.256, -0.135], [2.998, -1.192, -1.401], [1.730, -1.687, 1.224], [1.230, -0.196, 0.135], [-2.028, 0.671, -0.775], [-1.716, 0.485, 0.667], [-0.975, 2.276, 1.172], [-2.551, -0.121, -1.320], [-1.186, 0.988, -1.332], [-2.609, 1.677, -0.983], [-2.626, 0.452, 1.244], [-0.801, -0.260, 0.890], [0.118, 1.806, 0.684]],
  "forces_ev_per_a": [[-1.118, 0.343, 1.203], [0.732, 0.595, -1.400], [-0.468, -0.361, 0.279], [0.421, 1.011, -1.446], [-0.371, 0.104, 1.301], [0.855, -1.688, 0.035], [-1.857, 2.202, -1.510], [2.434, 1.330, 0.685], [-1.636, -1.626, 0.383], [0.146, -0.145, 0.373], [1.431, -0.432, -0.620], [0.364, -2.072, 0.912], [0.136, -0.781, 0.548], [-2.742, 1.475, -0.235], [1.672, 0.045, -0.510]]
}

---

[8]
{
  "formula": "C4H10Si",
  "method": "ωB97M-V with the def2-TZVPD basis set",
  "multiplicity": 1,
  "smiles": "C=[Si]1CC1.C",
  "charge": 0,
  "homo_ev": -8.45,
  "gap_ev": 8.9,
  "species": ["C", "C", "C", "C", "Si", "H", "H", "H", "H", "H", "H", "H", "H", "H", "H"],
  "coordinates": [[0.539, -1.713, -2.493], [1.731, -0.716, -2.262], [-0.640, 0.828, 3.103], [-0.886, 1.353, -1.140], [0.114, -0.003, -1.699], [0.091, -1.880, -3.441], [0.559, -2.567, -1.786], [2.531, -1.135, -1.630], [2.143, -0.177, -3.048], [-1.571, 0.116, 3.079], [-1.019, 1.626, 3.705], [0.192, 0.353, 3.440], [-1.901, 1.331, -1.282], [-0.341, 2.264, -1.381], [-0.400, 1.066, 2.072]],
  "forces_ev_per_a": [[-0.714, 1.183, 2.307], [-0.389, -0.523, 1.861], [-4.152, -0.906, -1.687], [3.869, -1.549, -1.161], [-0.488, -0.316, 0.030], [0.079, -0.345, -0.833], [-0.021, 0.476, -0.763], [-0.530, 0.390, -0.134], [0.719, 0.562, -1.801], [1.938, 0.875, -0.083], [0.440, 0.842, 0.220], [2.171, -1.394, 1.659], [-2.318, -0.072, -0.086], [-0.200, 0.192, 0.589], [-0.404, 0.584, -0.120]]
}

---

[9]
{
  "formula": "C4H11BNO2",
  "method": "ωB97M-V with the def2-TZVPD basis set",
  "multiplicity": 1,
  "smiles": "OB(O)[C@H]1CCC[NH2+]1",
  "charge": 1,
  "homo_ev": -15.06,
  "gap_ev": 11.8,
  "species": ["O", "B", "O", "C", "C", "C", "C", "N", "H", "H", "H", "H", "H", "H", "H", "H", "H", "H", "H"],
  "coordinates": [[-0.651, -0.024, 2.391], [-0.942, -0.924, 1.402], [-1.851, -1.929, 1.537], [-0.111, -0.821, 0.046], [-0.803, 0.280, -0.794], [0.294, 1.220, -1.325], [1.626, 0.631, -0.898], [1.292, -0.302, 0.240], [-1.328, 0.643, 2.538], [-2.693, -1.809, 1.092], [-0.063, -1.788, -0.447], [-1.499, -0.124, -1.522], [-1.413, 0.888, -0.120], [0.231, 1.359, -2.401], [0.168, 2.206, -0.883], [2.061, 0.039, -1.698], [2.330, 1.375, -0.540], [1.978, -1.056, 0.220], [1.374, 0.136, 1.161]],
  "forces_ev_per_a": [[0.384, 0.386, -0.624], [0.168, -0.602, 0.238], [-0.261, 0.633, -0.090], [-0.049, -0.108, 0.026], [-0.249, 0.226, 0.628], [-0.211, 0.260, -0.101], [-0.191, 0.216, -0.072], [0.349, -0.308, -0.143], [-0.150, -0.085, 0.640], [-0.210, -0.419, -0.028], [0.167, 0.101, -0.258], [0.282, -0.112, -0.246], [-0.162, -0.042, -0.065], [0.138, -0.110, -0.051], [-0.009, 0.026, -0.005], [0.152, -0.108, 0.122], [0.143, -0.062, -0.099], [-0.148, -0.142, 0.226], [-0.144, 0.249, -0.098]]
}

---

[10]
{
  "formula": "C4H11BrOP",
  "method": "ωB97M-V with the def2-TZVPD basis set",
  "multiplicity": 1,
  "charge": -1,
  "homo_ev": -1.75,
  "gap_ev": 4.5,
  "species": ["P", "C", "C", "C", "Br", "H", "H", "H", "H", "H", "H", "H", "H", "C", "O", "H", "H", "H"],
  "coordinates": [[0.516, 2.553, 2.753], [0.651, 0.725, 2.886], [0.212, -0.103, 1.677], [1.101, 0.072, 0.456], [0.016, -0.020, -1.184], [1.014, 2.834, 1.468], [-0.877, 2.685, 2.614], [1.647, 0.449, 3.223], [-0.013, 0.468, 3.711], [0.158, -1.159, 1.932], [-0.799, 0.190, 1.410], [1.588, 1.036, 0.436], [1.824, -0.723, 0.339], [-1.424, -1.830, -4.349], [-2.038, -3.008, -4.475], [-1.136, -1.531, -3.294], [-0.441, -1.715, -4.900], [-2.000, -0.922, -4.706]],
  "forces_ev_per_a": [[0.673, 0.426, 1.173], [-0.366, -0.360, -0.284], [0.077, 0.114, -0.085], [-0.570, -0.063, -0.440], [0.284, -0.088, 0.173], [-0.462, -0.158, -0.284], [-0.039, -0.105, -0.595], [0.244, 0.113, -0.042], [-0.020, 0.044, 0.214], [0.027, -0.120, 0.092], [-0.175, 0.090, 0.007], [0.148, 0.109, -0.012], [0.210, -0.023, 0.112], [0.135, 0.294, -0.005], [0.004, 0.006, 0.008], [-0.073, -0.078, -0.006], [-0.010, -0.117, -0.016], [-0.088, -0.084, -0.011]]
}